[1]
10
Properties=species:S:1:pos:R:3:forces:R:3:mulliken_charge:R:1 method="wB97M-V/def2-TZVPD" gap_ev=9.72 e_homo_ev=-9.66 smiles="C[C@@H](I)C=O"
I -2.080453 -1.111854 1.342206 0.1439 -0.3773 0.1028 0.107
O -0.067271 -1.623829 -1.814345 0.5527 -0.7070 0.9566 -0.456
C -0.318247 0.890662 0.047370 -1.8199 1.2794 -1.4841 -1.165
C -0.235794 -0.565283 0.418494 0.8945 -0.1842 -0.0829 -0.299
C 0.107867 -1.755970 -0.631456 -1.6770 3.7221 0.3337 0.094
H 0.621590 1.456517 -0.102721 -0.2368 -0.7569 0.2151 0.313
H 0.549758 -0.473928 1.122545 0.6580 -1.4331 1.4447 0.364
H -1.019826 1.536445 0.683718 1.1826 -1.2088 -0.6114 0.307
H 0.386007 -2.602440 -0.034989 0.4692 -1.2890 -0.2255 0.386
H -0.817936 0.798778 -0.909678 -0.1673 0.9547 -0.6490 0.348

***

[2]
49
Properties=species:S:1:pos:R:3:forces:R:3:mulliken_charge:R:1 method="wB97M-V/def2-TZVPD" charge=+1 gap_ev=5.97 e_homo_ev=-11.02
Ta -0.323001 -2.148755 1.690283 0.0834 -0.1287 0.1122 1.327
S 1.335165 -3.886413 1.400306 -0.1724 -0.2649 0.2181 -0.243
S 1.693495 -1.107207 0.932719 -0.0676 0.2537 -0.0338 -0.312
O -1.678612 -2.284521 0.402387 -0.1490 -0.0778 -0.0845 -0.908
O -0.734975 -1.725184 3.649144 -0.0282 -0.0885 0.0330 -0.580
O -1.180102 -3.705803 2.903766 0.0191 0.0066 -0.0449 -0.579
O 2.920425 2.337973 -1.885677 -0.0780 0.0157 -0.0332 -0.447
N -2.518111 3.115518 -2.663719 0.0078 -0.1093 -0.0305 -0.340
N -3.374168 2.346103 -2.201137 0.0359 0.0947 0.0335 -0.567
N 4.777280 -5.226774 0.679428 -0.0188 0.0296 -0.0110 -0.349
N -0.909163 -0.038098 1.308370 -0.0587 -0.0312 0.0397 -0.293
N 5.147563 -0.829464 -0.224526 0.0308 -0.1051 0.1597 -0.405
C -0.485584 1.093268 1.862519 -0.0649 -0.0263 -0.0308 -0.041
C 1.035316 3.696611 -1.960379 -0.0164 0.0280 -0.0005 -0.757
C -0.308857 3.889191 -2.193406 0.0178 0.0267 0.0016 -0.167
C 1.610107 2.440172 -2.170719 0.0710 -0.0113 0.0148 0.791
C -1.116260 2.821666 -2.582924 0.0025 0.0321 0.0185 -0.375
C -3.082418 -1.256341 -1.301316 0.0102 -0.1022 0.0645 -0.832
C -2.196521 1.238710 -0.315259 0.0978 -0.0696 0.1266 -0.010
C -1.211941 -2.918440 3.891272 0.0664 0.0922 0.0595 1.100
C -2.225315 -1.203126 -0.244622 0.1260 0.1044 -0.2922 1.094
C 4.351034 -4.161095 0.635595 0.0134 0.0494 0.0087 -0.283
C -1.781139 0.029590 0.253616 -0.0218 0.0918 0.0437 1.015
C -3.470771 -0.047979 -1.919418 -0.0456 -0.0198 -0.0080 -0.493
C -1.756589 -3.283230 5.209766 -0.0141 -0.0081 0.0284 -1.115
C -0.533919 1.592163 -2.863728 -0.0285 0.0042 -0.0373 -0.386
C -0.916389 2.339141 1.407784 0.0375 -0.0316 0.0343 -1.027
C -2.994981 1.162146 -1.493048 -0.0068 0.0177 -0.0188 -0.227
C 2.482247 -2.667937 0.946321 0.1458 0.2490 -0.1887 0.669
C 3.771984 -2.849762 0.607289 0.0254 -0.1435 0.0141 0.620
C 3.555028 1.076992 -2.070422 0.0120 0.0760 -0.0448 -0.396
C 0.826143 1.397369 -2.668049 -0.0250 0.0038 0.0086 -0.286
C -1.756301 2.414517 0.321861 -0.0477 0.0739 -0.0421 -0.478
C 4.558191 -1.732582 0.172221 0.0696 -0.0897 -0.0659 0.001
H -2.844855 -3.190542 5.157509 0.0056 0.0105 0.0099 0.316
H 0.204628 0.999602 2.691494 0.0189 0.0275 -0.0044 0.553
H -1.130570 0.780278 -3.256687 0.0011 -0.0073 0.0050 0.585
H -1.377883 -2.615943 5.978221 -0.0053 0.0044 0.0027 0.356
H -0.568177 3.232985 1.904251 -0.0023 -0.0179 0.0093 0.438
H 1.671819 4.506572 -1.630279 -0.0064 -0.0006 -0.0024 0.473
H 1.265596 0.441127 -2.912377 -0.0052 0.0059 -0.0018 0.503
H -3.432777 -2.207777 -1.678408 0.0028 0.0072 0.0051 0.504
H 3.542162 0.782263 -3.121646 -0.0123 -0.0024 -0.0142 0.375
H -2.089353 3.378413 -0.039852 0.0019 -0.0117 0.0050 0.663
H 4.580053 1.204565 -1.739635 -0.0485 -0.0174 -0.0049 0.294
H 3.076146 0.306904 -1.460770 0.0056 0.0574 -0.0460 -0.089
H -4.123155 -0.076594 -2.781961 0.0165 0.0062 -0.0111 0.465
H -1.521370 -4.323313 5.424729 -0.0032 -0.0012 0.0000 0.367
H -0.761123 4.863041 -2.050883 0.0020 -0.0025 -0.0049 0.478

***

[3]
12
Properties=species:S:1:pos:R:3:forces:R:3:mulliken_charge:R:1 method="wB97M-V/def2-TZVPD" charge=+3 gap_ev="8.67 / 6.68" e_homo_ev="-24.40 / -24.11" multiplicity=2 s2=0.76
Y 0.018062 2.618371 -0.204090 -1.4957 -0.8089 -0.2950 2.149
O 0.983624 -0.556299 0.018608 -0.6736 0.6328 -1.4270 -0.181
O -1.292892 0.868715 -0.447061 -0.8118 0.0850 0.8667 -0.425
O 2.686437 0.637872 0.322559 -0.6975 0.0336 0.0047 -0.186
C -1.527481 -0.375016 0.347369 3.7464 0.6934 2.3018 -0.349
C -0.312159 -0.896444 -0.455637 -3.2680 -1.7134 2.0177 -0.114
C 1.412079 0.649838 0.167433 1.1199 -0.1829 -1.1416 0.156
H -0.245094 -1.994097 -0.382474 -0.3804 -0.8573 0.5518 0.402
H 3.092500 1.498707 0.146066 0.7340 0.1352 0.5440 0.414
H -1.309068 -0.162052 1.404524 -0.4435 0.1640 -0.1939 0.308
H -2.284051 -1.167611 0.328715 -1.1099 0.8426 -1.0489 0.440
H -1.221958 -1.121985 -1.246014 3.2799 0.9760 -2.1804 0.384

***

[4]
76
Properties=species:S:1:pos:R:3:forces:R:3:mulliken_charge:R:1 method="wB97M-V/def2-TZVPD" gap_ev="6.69 / 7.00" e_homo_ev="-7.83 / -8.25" multiplicity=2 s2=0.76
Ti -0.796240 1.397720 -0.969234 0.2216 -0.6900 -0.1750 0.100
Cl 0.021863 2.212198 -4.067814 -0.1083 -0.0402 -0.0329 -0.186
Cl 1.890880 1.312456 -1.413162 -0.2190 0.0757 0.0052 0.052
Cl -3.972007 -0.078954 -1.284485 0.0433 0.0120 -0.0763 -0.256
Cl -4.341498 0.344135 -6.647301 0.0273 0.0045 0.0344 -0.194
Cl -5.553665 -0.548477 -3.917195 0.0597 0.0238 0.0022 -0.199
Cl 0.925463 6.661654 -1.339789 0.0301 -0.0812 -0.0097 -0.225
Cl -1.545342 1.728908 -6.724286 -0.0133 -0.0195 0.0700 -0.198
S -0.099674 3.717437 -0.665854 0.2565 0.0506 0.1746 -0.479
P -0.126593 0.260238 1.373429 0.0083 0.1972 -0.1168 1.923
O -3.013142 2.798630 -0.477141 -0.3117 0.0776 0.2575 -0.446
N -2.175097 2.202933 0.499833 -0.0728 0.2960 -0.5201 0.390
N 1.410548 -8.487719 -1.462471 0.0084 -0.0135 0.0001 -0.519
C -1.614019 2.197588 2.852264 -0.1604 0.1821 0.1910 0.818
C -2.254540 -3.566741 2.776299 -0.0877 -0.0345 -0.0311 -0.596
C -1.987003 2.833955 4.044809 0.0731 -0.0893 -0.1224 -0.995
C -0.241932 -1.903530 -1.411223 0.2476 0.1152 -0.0823 0.166
C -0.918611 -3.390187 3.100398 0.0301 0.0152 0.0174 -0.787
C -3.466021 0.606756 -5.187916 -0.0381 -0.0129 -0.0414 0.652
C 0.082473 -3.292128 -1.468840 -0.0874 -0.0116 0.1082 0.103
C -4.005127 0.208687 -3.966104 -0.0289 -0.0152 0.0944 -0.390
C 2.245659 -1.125654 1.004460 0.0154 -0.0162 -0.0020 -0.313
C 4.015610 4.467254 -2.542789 -0.0415 -0.0479 0.0252 -0.445
C -0.884094 -1.320581 1.870322 -0.0588 -0.0032 -0.0152 0.789
C 3.863606 0.944671 1.899903 -0.0252 0.0181 0.0077 -0.801
C -0.235931 -2.264874 2.659345 0.0084 -0.0083 0.0266 -0.413
C 0.016782 0.946043 4.082500 0.0418 -0.0190 -0.0696 -0.494
C 2.354507 2.971078 -1.725945 0.0616 -0.2970 0.0146 0.300
C 1.446035 -5.098218 -2.302693 -0.0274 0.1227 0.0003 -0.729
C 1.467646 3.995647 -1.408580 -0.2012 0.0261 0.0346 0.240
C -0.589567 1.240828 2.862707 0.1054 -0.0496 0.1446 0.648
C -0.599136 -4.195806 -0.646405 0.0122 -0.0505 0.0262 -0.182
C 3.171924 5.526019 -2.245723 0.0724 -0.0460 -0.0326 -0.706
C 3.605610 3.169580 -2.279341 -0.0328 0.1874 -0.0064 -0.803
C 2.484694 1.065167 1.973069 -0.0229 -0.0111 -0.0221 -0.649
C -2.380615 2.620102 1.681091 0.1256 -0.2331 -0.0327 -1.015
C -0.424200 -0.703995 -1.306500 -0.2634 0.2125 0.0648 0.266
C 0.762278 -5.985918 -1.476022 0.0120 -0.0874 0.0141 0.643
C 3.625625 -1.243450 0.936506 0.0126 0.0191 0.0065 -0.804
C -2.033045 1.040190 -2.791429 0.2804 0.1742 0.4923 -1.975
C -1.539262 1.424994 -4.020703 0.0786 0.0905 -0.2806 1.438
C -3.276204 0.436007 -2.801213 -0.2220 -0.1343 -0.0116 1.407
C 1.665603 0.026008 1.533939 -0.0082 -0.0167 0.0210 -0.017
C -2.219236 1.222781 -5.220006 0.0798 0.0574 -0.0477 -0.411
C 4.435201 -0.209370 1.383369 0.0336 -0.0288 -0.0097 -0.683
C -2.221302 -1.514645 1.530959 0.0130 0.0266 -0.0087 -0.016
C 1.122028 -7.375136 -1.471842 0.0099 -0.0930 0.0016 -0.021
C 1.928276 5.286628 -1.689188 -0.0807 0.1597 0.0188 0.170
C 1.107501 -3.757833 -2.296881 0.0183 -0.0611 -0.0380 -0.489
C -0.349343 1.584291 5.254478 -0.0996 0.1011 0.0169 -0.763
C -2.908982 -2.626894 1.989605 0.0629 -0.0097 0.0079 -0.635
C -1.358741 2.538337 5.237405 0.0634 -0.0524 0.0418 -0.797
C -0.263073 -5.535203 -0.647245 0.0051 0.0913 -0.0255 -0.855
H -3.172514 3.351904 1.821353 -0.0086 -0.0152 0.0534 0.360
H 4.986337 4.651246 -2.980726 0.0125 0.0090 -0.0054 0.380
H 5.512119 -0.301438 1.326596 0.0008 0.0019 -0.0014 0.411
H 2.049061 1.981266 2.352501 -0.0242 0.0140 0.0072 0.510
H 1.618446 -1.924483 0.630427 0.0051 -0.0051 -0.0221 0.452
H 4.491572 1.757984 2.239217 0.0017 0.0050 0.0054 0.448
H -3.947757 -2.765724 1.720179 -0.0089 -0.0034 0.0004 0.451
H 0.803858 -2.133152 2.929709 -0.0099 -0.0019 0.0125 0.380
H 0.798152 0.197346 4.117464 0.0034 -0.0021 -0.0309 0.364
H 0.149208 1.331185 6.180461 -0.0009 0.0059 0.0168 0.447
H 2.237844 -5.461232 -2.943275 0.0037 -0.0164 0.0010 0.469
H -2.718169 -0.798121 0.890975 -0.0010 0.0128 -0.0080 -0.302
H 4.237553 2.321977 -2.501081 0.0067 -0.0213 -0.0035 0.470
H -1.387124 -3.830333 -0.001297 -0.0014 0.0066 -0.0133 0.562
H 1.631925 -3.058294 -2.933718 -0.0087 0.0083 0.0067 0.543
H -2.779893 3.570864 4.023775 -0.0130 0.0060 -0.0168 0.432
H 4.066533 -2.143363 0.527925 -0.0025 -0.0041 -0.0069 0.483
H -1.657115 3.042834 6.146177 0.0097 -0.0063 0.0103 0.407
H -2.667061 3.700636 -0.597300 0.1039 -0.0345 -0.1149 0.372
H -0.403783 -4.126815 3.703111 0.0044 -0.0041 0.0096 0.460
H 3.467725 6.546117 -2.444655 0.0093 0.0031 -0.0061 0.424
H -2.786250 -4.441037 3.129491 0.0034 -0.0024 -0.0003 0.390
H -0.787249 -6.232984 -0.008652 0.0075 -0.0197 -0.0036 0.468

***

[5]
15
Properties=species:S:1:pos:R:3:forces:R:3:mulliken_charge:R:1 method="wB97M-V/def2-TZVPD" gap_ev=8.07 e_homo_ev=-7.83
N 0.521387 2.364653 1.160877 -0.1671 0.0124 0.0128 -0.477
N -0.737998 0.427327 1.826427 0.2139 -0.0884 -0.3524 -0.561
C -1.173471 -1.363685 0.297395 0.3043 0.5185 0.3273 -0.546
C -0.116420 -0.813980 -0.435882 -0.0677 0.1409 0.0196 0.843
C 0.201184 -1.599335 -1.696564 0.0650 -0.0724 -0.1114 -1.290
C 0.047715 1.068323 1.016152 -0.0019 -0.3001 -0.1855 0.526
C 0.493149 0.367987 -0.158140 0.1024 0.0048 -0.1353 -0.653
H 0.774443 2.824301 0.298071 -0.0160 -0.0807 0.1596 0.217
H -0.149226 -2.636935 -1.670718 0.0015 0.2000 0.1032 0.381
H -0.907719 -2.345007 0.735149 -0.1548 0.4879 0.3486 0.221
H -1.111428 1.034328 2.565175 -0.1210 -0.5098 -0.2724 0.196
H 1.283527 -1.605090 -1.846530 -0.1380 -0.0142 -0.0237 0.330
H -0.273579 -1.110476 -2.552444 0.0884 -0.0888 0.1148 0.278
H 1.266496 0.781266 -0.793669 -0.0753 -0.0198 -0.0258 0.308
H 0.064295 2.981080 1.815165 -0.0338 -0.1902 0.0205 0.226

***

[6]
16
Properties=species:S:1:pos:R:3:forces:R:3:mulliken_charge:R:1 method="wB97M-V/def2-TZVPD" gap_ev=10.94 e_homo_ev=-9.95 smiles=COC[C@@H](C)O
O -0.854284 -0.399340 1.519192 0.1371 -0.2076 0.0830 -0.591
O 1.371990 -0.191300 0.291119 0.0279 0.0780 0.0454 -0.388
C -0.880373 0.585812 0.508934 -0.0611 0.1461 -0.2496 0.510
C 0.313068 0.380005 -0.451665 -0.1622 0.0272 -0.1120 -0.643
C -2.236238 0.450527 -0.191466 -0.0434 0.0543 -0.0556 -1.203
C 2.320608 -0.871324 -0.493234 0.2083 -0.1321 -0.1483 -0.712
H -2.165363 -0.133541 -1.115922 0.0201 0.0818 0.1316 0.298
H 1.832860 -1.563690 -1.196315 0.0622 0.1073 0.1277 0.333
H -2.708604 1.408417 -0.420118 0.1279 -0.0421 -0.0249 0.309
H 2.952812 -1.446398 0.187645 -0.0518 0.1125 -0.1124 0.246
H 2.948111 -0.174361 -1.066221 -0.0895 -0.0710 0.0657 0.263
H -2.888473 -0.100520 0.490815 0.0018 0.1661 -0.0899 0.314
H 0.634669 1.333186 -0.899986 -0.1320 -0.1318 0.0556 0.315
H 0.032020 -0.300513 -1.270322 0.0074 0.0133 0.1599 0.352
H -0.788569 1.586981 0.962923 -0.0264 -0.2272 0.0014 0.213
H 0.064466 -0.697930 1.577949 -0.0265 0.0252 0.1223 0.384

***

For reference, total energy by record: -13338.908, -61915.140, -10335.762, -177775.800, -8291.281, -8404.326 eV.